(1)
Below is a cluster of 10 separate species, C46H128Br4N18O8P6 in total at a distorted geometry, with properties calculated with wB97M-V/def2-TZVPD.

```
210
C46H128Br4N18O8P6 wB97M-V/def2-TZVPD
H -2.048 -4.034 3.689
H 5.491 -0.627 3.374
O 1.203 -2.221 3.531
H 4.724 -4.963 2.069
H 7.936 0.462 -3.628
H 0.337 -0.377 -4.446
H 2.163 -5.407 2.234
H 4.836 -0.361 5.394
H -1.364 -2.392 -2.507
H -4.349 -3.664 -7.694
P 1.474 0.274 -1.135
H 1.941 -0.795 -3.831
H 1.809 5.221 8.254
H -6.763 1.038 0.630
C 1.184 2.242 -6.755
H 0.118 2.235 -6.486
H -2.672 1.692 -0.063
O -1.508 -5.289 -4.393
Br 0.615 -5.962 -1.059
H -5.596 -4.249 -2.403
C -6.767 -0.021 0.344
C 4.534 -1.005 2.990
C -5.260 -4.540 -3.426
P -2.797 -4.523 -4.481
H -7.969 1.280 -3.928
H -0.642 4.363 -3.062
N 0.677 0.370 -2.586
H 4.928 1.183 -1.856
N 1.437 1.539 8.586
C -3.658 1.970 0.302
O 0.198 7.141 -0.471
H 0.010 3.214 5.106
H -4.658 -6.436 -2.066
H 2.940 4.519 -2.497
H 1.360 2.889 -7.635
C 1.700 -2.449 -1.609
O 2.458 0.238 -6.848
H 1.434 -3.827 1.681
H 0.528 -0.888 -8.093
N -3.959 -5.080 -3.424
H 0.360 1.731 4.136
H -1.262 -1.943 4.579
H 5.172 -3.814 3.450
C 1.561 8.906 -2.457
C 2.747 1.159 7.933
H 1.769 4.802 6.487
H 3.760 -0.334 0.006
C -0.032 -7.454 -3.425
N 2.522 5.902 -0.083
H 1.767 4.220 -3.706
H -1.340 -1.139 2.924
Br -2.608 -3.520 1.328
H 3.519 7.751 0.126
C -3.627 -5.985 -6.577
H -0.482 -1.705 -0.492
C 1.900 4.249 -2.608
H -8.331 2.599 -1.568
H -0.577 1.420 1.603
H -7.184 3.846 -2.217
H 1.960 -7.096 -2.779
H -3.902 4.311 -1.056
H -1.168 5.156 -1.454
H 1.685 9.023 -3.531
H -4.753 -1.898 -0.109
H -6.252 1.161 -4.288
C 1.021 -6.604 -2.851
O 2.317 1.442 -0.877
H -4.849 3.697 -2.354
P 0.145 2.099 7.767
H 4.267 -5.329 3.759
C 7.820 0.489 -2.538
H -4.653 -6.369 -6.671
N -2.561 -2.905 -4.203
H 4.400 6.261 0.601
H -4.171 1.214 0.924
C -7.270 2.854 -1.659
N -5.821 -0.195 -0.754
C -0.742 4.713 7.748
H -0.366 3.579 -1.453
C 2.547 4.644 0.509
H 1.894 3.943 0.031
H -1.640 -0.683 0.350
C -6.983 1.775 -3.788
H -0.616 -3.436 2.909
C 3.470 6.829 0.675
H -0.568 5.558 8.449
H 1.150 1.728 1.115
H 3.069 0.081 5.129
C -1.746 -1.884 3.629
H 2.000 1.777 10.634
C -4.454 -3.746 -6.597
H 3.973 8.319 -2.739
H 2.202 4.711 1.567
C 0.269 0.121 -7.796
H -5.087 -1.861 -1.934
C -1.674 -3.257 3.029
H 0.635 -2.554 5.837
H 4.477 -0.158 -2.934
C 3.470 -3.951 6.251
H 1.437 -2.994 -0.710
N -3.457 -4.637 -6.045
H 1.804 3.222 -2.246
H -0.562 1.913 -3.390
C -0.415 4.566 -2.005
H -6.340 -0.655 1.137
H 0.718 0.344 2.094
H 2.148 9.637 -1.879
H -2.920 -6.629 -2.514
H 0.677 -0.519 6.889
P 2.566 -2.689 3.890
H -1.367 0.341 -3.029
C 0.381 0.973 1.279
C -3.705 -5.917 -2.251
H 3.495 -1.291 6.156
C -0.151 2.156 5.043
H -5.482 -3.988 -6.345
H 2.459 3.674 7.649
H -3.114 -5.996 -7.547
H -1.217 1.945 4.902
C 4.449 -4.494 3.031
H -2.699 -1.262 -2.873
N 3.788 -1.572 4.097
H 7.800 1.504 -2.174
H 0.501 -4.250 5.424
H 3.572 4.222 0.517
H 2.773 1.337 6.872
H 4.491 -3.745 5.905
C 1.630 4.394 7.520
H 3.542 1.667 8.475
O 6.424 -1.340 -2.064
C 5.232 0.618 -2.737
C 0.154 0.012 6.077
N -4.478 2.209 -0.868
Br -0.033 -9.341 -2.871
C -0.584 -0.965 0.300
C 1.366 1.150 10.024
H 4.211 -1.840 -0.789
H -6.406 -2.195 -0.762
H -3.075 -6.638 -5.911
H -1.058 5.081 6.759
H 0.068 -7.420 -4.494
H -1.012 -7.078 -3.182
C 3.823 -0.726 5.254
H -5.290 -3.655 -4.049
H -0.055 0.711 -8.667
O -1.170 1.752 8.388
H -1.555 4.123 8.187
C 3.455 7.337 -2.710
H 1.111 -5.724 -3.412
H 0.346 1.249 10.369
H 3.388 6.944 -3.741
N 3.274 -3.714 2.768
H 0.824 -2.310 -2.276
H 0.517 8.925 -2.179
H -0.356 -1.471 1.240
C -5.454 -1.610 -0.929
H 4.698 -1.817 2.279
H 5.437 1.200 -3.632
H 3.405 -3.407 7.215
Br -3.614 -1.450 3.768
H 3.359 -5.031 6.474
H -3.123 -2.830 -2.211
N 0.377 3.785 7.689
H -1.759 -2.647 -6.127
H -7.053 2.788 -4.155
C -4.074 3.396 -1.644
N 0.359 1.432 6.216
H 2.471 -3.052 -2.132
H -2.100 -1.099 -5.266
H 1.252 -3.729 6.938
C 3.400 -1.318 -0.273
H 1.880 2.550 -5.978
H -0.909 -0.291 6.113
H 2.854 -4.556 0.894
P -5.264 0.994 -1.746
H 3.908 -0.268 2.455
C -2.417 -2.322 -2.887
H -3.175 3.217 -2.238
H 2.959 0.083 8.107
H -0.596 0.104 -7.126
H 0.579 -0.355 5.109
H 1.717 0.114 10.096
N 2.260 -1.163 -1.158
H -6.832 2.989 -0.699
H 4.050 6.581 -2.164
C 6.487 -0.185 -2.392
N 2.464 -3.512 5.346
N 2.130 7.520 -2.118
C 1.429 0.803 -7.145
C -0.602 1.037 -2.690
H 3.137 -1.919 0.636
C -1.759 -2.115 -5.166
H 3.172 6.881 1.738
O -4.404 0.278 -2.746
H -0.714 -2.190 -4.838
H -3.370 -5.362 -1.364
H -6.033 -5.240 -3.785
H -3.608 2.890 0.871
P 1.358 6.482 -1.109
C 2.362 -4.383 1.858
H -4.269 -2.757 -6.196
N -6.593 1.772 -2.356
N 0.920 5.147 -1.934
H 1.641 0.903 -4.351
N 0.328 0.155 0.097
H -0.922 1.416 -1.702
C 1.159 -3.514 5.915
H -7.789 -0.295 0.085
C 1.211 0.002 -3.916
H 8.596 -0.061 -2.048
```

Values from the calculation:
Gap between HOMO and LUMO (eV): 8.626
Max |F| (eV Å⁻¹): 3.1
Total energy (eV): -428891.5426
SMILES: CN(C)P(=O)(N(C)C)N(C)C.CN(C)P(=O)(N(C)C)N(C)C.CN(C)P(=O)(N(C)C)N(C)C.CN(C)P(=O)(N(C)C)N(C)C.CN(C)P(=O)(N(C)C)N(C)C.CN(C)P(=O)(N(C)C)N(C)C.CC(C)=O.CC(C)=O.BrCCBr.BrCCBr
Highest occupied orbital energy (eV): -8.20
Spin multiplicity: 1
LUMO energy (eV): 0.42

Results of the Mulliken charge analysis, in e, for atoms 1 through 8: H 0.5896; H 0.4479; O 0.2623; H 0.3784; H 0.3051; H 0.1169; H 0.2545; H 0.4671

(2)
Below is a cluster of 13 separate species, C46H128N10O16 in total at a distorted geometry, with properties calculated with wB97M-V/def2-TZVPD.

```
200
C46H128N10O16 wB97M-V/def2-TZVPD
O 15.288 0.545 27.116
C 16.810 -4.734 24.982
H 14.758 -1.099 17.406
C 22.329 1.856 20.807
C 21.216 -1.812 17.239
H 14.894 -0.251 26.702
H 14.780 7.829 21.016
C 15.419 -3.089 26.119
C 21.116 4.119 24.334
H 12.209 -4.730 20.496
H 17.974 4.972 23.335
C 11.615 1.969 18.656
C 17.096 2.942 20.757
H 19.464 4.958 22.325
H 14.062 -3.514 20.144
H 13.021 -3.607 25.802
H 17.382 -4.583 25.918
H 22.317 -0.053 20.765
C 13.169 -2.610 25.424
H 17.009 -0.583 27.357
H 14.095 2.930 20.609
H 14.408 -2.721 17.731
H 13.510 -0.627 19.715
H 16.545 3.789 21.224
C 14.116 -1.496 19.494
C 21.075 2.334 20.098
H 14.148 5.460 21.520
O 12.147 -2.805 19.680
H 14.578 8.608 23.552
H 19.404 2.263 24.687
H 21.600 3.256 24.808
H 20.784 2.199 14.125
H 13.552 -2.332 21.315
H 19.075 -2.938 21.683
O 17.751 0.639 29.312
H 11.440 3.740 15.996
C 13.544 4.930 17.599
H 19.364 2.626 23.191
H 19.184 3.307 13.099
C 19.979 4.361 15.759
H 9.865 -0.054 18.073
H 12.430 -1.901 25.751
C 18.622 4.139 13.637
H 18.061 5.021 19.986
N 16.466 6.627 21.361
H 12.747 5.196 26.966
H 18.363 4.658 18.308
H 16.234 -2.643 26.650
H 13.273 3.941 17.180
H 18.126 6.597 25.561
H 17.904 6.016 15.446
H 10.803 4.192 14.532
C 16.740 0.445 27.093
O 19.411 6.534 23.597
O 16.304 5.675 25.711
O 21.113 -2.989 17.979
H 18.446 1.770 27.767
H 17.509 -4.879 24.159
C 11.488 2.230 14.674
H 16.814 2.295 28.231
H 21.000 2.067 15.840
H 19.184 5.145 13.399
H 9.682 3.587 17.945
H 12.177 4.697 19.060
H 17.936 5.330 26.888
C 13.183 4.150 26.915
H 17.375 6.975 27.000
H 16.276 -1.545 24.489
N 14.968 3.166 25.333
H 11.665 2.362 17.636
O 20.596 3.472 20.766
H 15.810 -0.345 20.060
N 18.185 4.333 19.220
H 17.678 4.124 13.130
H 15.882 7.381 23.771
H 10.729 2.365 12.651
H 16.108 -1.877 19.528
H 12.417 3.529 26.514
H 13.017 -1.630 17.620
H 17.194 0.786 30.099
H 20.673 7.978 22.986
N 15.468 -1.296 20.093
C 13.614 5.958 16.551
H 13.775 1.701 16.518
H 17.083 7.364 20.974
H 19.861 3.876 20.267
H 17.511 8.446 24.430
H 21.856 -1.073 17.719
C 14.426 2.156 15.787
H 10.724 -4.202 19.681
C 14.054 -1.688 17.984
C 10.132 1.902 18.979
O 12.599 5.403 18.575
O 14.524 5.638 15.519
H 21.174 2.615 19.035
C 20.730 -2.858 19.337
C 19.307 -2.318 19.582
C 19.054 -2.067 21.050
H 20.971 6.382 22.136
C 17.359 9.326 23.803
H 18.361 -3.068 17.911
C 17.268 3.221 19.225
H 14.831 1.320 15.164
H 12.619 6.143 16.179
H 16.938 6.391 22.229
H 12.689 3.164 13.243
H 15.117 2.388 26.025
H 21.636 4.988 24.820
H 20.398 1.467 20.136
H 18.316 9.632 23.457
H 22.368 2.368 14.853
H 14.966 -3.719 24.241
H 15.053 -3.961 26.558
N 9.454 3.210 18.844
H 14.191 5.088 14.870
H 18.856 1.801 19.013
N 18.236 -3.038 18.935
H 9.655 1.545 13.805
C 14.420 4.397 25.943
H 13.996 6.888 16.974
C 19.637 4.251 24.362
O 22.655 0.632 20.178
N 10.877 3.428 15.238
H 16.245 3.432 18.828
C 13.611 2.242 19.853
C 17.826 1.970 18.635
H 15.970 4.712 27.519
H 17.883 2.094 17.567
O 12.263 2.650 19.664
H 18.134 -3.994 19.283
C 15.938 -3.477 24.781
H 21.542 -2.323 19.920
H 9.879 3.826 19.595
C 16.167 1.516 22.527
H 9.950 1.513 20.022
O 16.346 1.768 21.074
H 21.654 -2.118 16.287
H 19.482 7.350 21.773
H 8.351 0.885 18.246
H 23.158 2.554 20.683
H 17.057 1.150 18.817
H 13.268 -2.658 24.365
H 11.093 0.704 13.117
C 21.320 2.599 14.994
H 18.261 3.078 15.470
H 20.233 -1.469 16.951
H 19.749 -1.251 21.387
C 20.245 7.108 22.529
C 9.465 0.907 17.999
H 14.551 4.853 18.075
H 17.974 -1.682 21.107
C 13.454 -2.648 20.259
H 10.999 -3.663 21.362
C 15.408 5.152 26.700
O 21.163 3.989 15.102
N 16.729 -2.412 24.172
O 16.536 9.059 22.682
H 11.956 0.921 18.615
H 21.493 4.175 23.294
H 20.875 -3.885 19.692
H 13.297 1.512 13.750
C 10.699 1.632 13.512
N 17.722 5.056 15.796
H 9.557 1.369 17.011
H 16.900 10.050 24.481
C 15.507 8.132 23.071
H 18.053 2.905 21.203
H 13.223 6.529 22.476
H 19.313 -1.309 19.180
C 19.067 5.192 23.318
H 15.211 2.650 16.365
C 14.251 6.199 22.258
H 15.582 2.324 22.933
H 14.649 5.548 23.110
H 19.967 3.975 16.806
H 16.292 -5.647 25.225
H 16.769 4.876 15.638
H 13.649 3.829 27.907
C 15.201 7.257 21.817
H 17.151 0.627 26.100
H 14.935 5.982 27.219
H 13.667 1.210 20.317
H 17.120 1.493 22.989
C 12.887 2.485 14.099
C 17.426 1.386 28.135
H 15.852 0.505 22.669
H 16.613 -2.330 23.158
H 14.109 4.970 25.096
N 19.005 2.944 24.092
C 18.578 4.052 15.143
H 19.982 5.431 15.883
H 15.895 3.349 24.977
H 14.178 2.267 18.930
C 11.516 -3.880 20.384
O 14.375 -2.146 26.081
H 22.109 1.803 21.932
O 13.768 3.087 14.955
H 11.519 1.526 15.616
H 19.232 4.596 25.325
C 17.462 6.153 26.289
```

Values from the calculation:
Gap between HOMO and LUMO (eV): 9.321
Max |F| (eV Å⁻¹): 3.4
Total energy (eV): -97429.4625
Highest occupied orbital energy (eV): -8.89
Spin multiplicity: 1
LUMO energy (eV): 0.43

Results of the Mulliken charge analysis, in e, for atoms 1 through 8: O -0.6547; C -1.4584; H 0.4198; C -0.7921; C -0.6547; H 0.3645; H 0.5814; C -1.4735